(1)
A cluster of 6 separate species, C37H58N2O13S6 in total at a distorted geometry, computed with ωB97M-V/def2-TZVPD.

Properties
frontier orbital gap	8.62	eV
total charge	0
spin multiplicity	1
SMILES string	C#CC1=C(CC)C(=O)C(CCCCSc2nnco2)=C(C)C1=O.O=S1(=O)CCCC1.O=S1(=O)CCCC1.O=S1(=O)CCCC1.O=S1(=O)CCCC1.O=S1(=O)CCCC1
highest occupied orbital energy	-9.1	eV
E_LUMO	-0.4	eV

Last column: Löwdin charge in e.
CARTESIAN COORDINATES (ANGSTROEM)
1 S -2.222 0.371 7.452  0.668
2 S -0.165 2.206 1.610  0.661
3 S -4.497 -5.798 5.771  0.672
4 S -2.900 -2.636 1.248  0.671
5 S -0.332 -1.358 -2.569  0.990
6 S 2.571 5.813 -7.077  0.657
7 O -4.570 -7.003 6.557  -0.315
8 O -0.978 0.749 6.829  -0.320
9 O 0.076 -2.689 -4.857  0.014
10 O -1.622 -2.485 1.903  -0.323
11 O 0.429 3.478 1.935  -0.327
12 O 1.301 5.277 -6.653  -0.332
13 O 4.504 1.834 -5.582  0.121
14 O -2.765 -0.960 7.323  -0.324
15 O -3.872 -1.568 1.222  -0.326
16 O 3.345 6.694 -6.240  -0.316
17 O 5.497 2.572 -0.908  0.135
18 O -0.741 1.943 0.310  -0.335
19 O -4.157 -5.819 4.369  -0.335
20 N 1.859 -2.755 -3.628  0.063
21 N 2.037 -3.456 -4.759  0.017
22 C -2.605 -4.729 -0.299  -0.215
23 C 3.549 2.397 -2.261  -0.126
24 C 5.898 -0.656 -4.476  -0.177
25 C 0.406 0.145 3.205  -0.200
26 C -3.161 1.966 9.370  -0.213
27 C 1.979 2.583 -4.198  -0.103
28 C -0.009 0.979 -4.134  -0.225
29 C -4.339 -3.446 7.013  -0.231
30 C 0.999 -3.434 -5.516  -0.136
31 C 3.593 6.119 -9.470  -0.224
32 C 0.625 -2.311 -3.702  -0.650
33 C 3.628 4.470 -7.627  -0.225
34 C 4.397 1.548 -4.416  -0.267
35 C -3.439 -4.620 6.612  -0.208
36 C -1.369 1.783 2.862  -0.222
37 C 4.923 1.949 -1.760  -0.279
38 C -3.487 1.547 6.990  -0.229
39 C 6.313 -0.188 -1.615  -0.055
40 C 5.519 0.716 -2.439  -0.107
41 C 6.582 -1.123 -0.905  0.152
42 C 1.323 1.317 -4.840  -0.177
43 C 0.241 0.366 -2.697  -0.434
44 C 5.021 -1.952 -4.418  -0.090
45 C 0.993 0.890 1.999  -0.214
46 C 5.295 0.517 -3.739  -0.089
47 C 2.374 6.581 -8.680  -0.234
48 C -3.762 -5.084 0.645  -0.204
49 C -4.238 1.824 8.288  -0.220
50 C -2.619 -3.209 -0.419  -0.244
51 C -6.019 -4.885 5.987  -0.231
52 C -5.758 -3.999 7.201  -0.217
53 C -3.679 -4.135 1.846  -0.231
54 C 2.566 2.984 -1.276  -0.013
55 C 3.310 2.195 -3.558  -0.105
56 C -1.117 0.304 3.146  -0.222
57 C 3.761 4.629 -9.146  -0.213
58 C -2.175 0.807 9.192  -0.216
59 H -0.611 1.894 -4.019  0.113
60 H -1.687 -2.796 -0.796  0.033
61 H -6.847 -5.578 6.126  0.107
62 H 0.905 -3.912 -6.481  0.136
63 H -2.645 -4.307 5.937  0.106
64 H 0.782 0.589 4.130  0.115
65 H -2.988 2.445 6.624  0.109
66 H -4.713 -4.940 0.126  0.117
67 H -3.593 1.965 10.371  0.115
68 H -6.178 -4.285 5.091  0.105
69 H -0.586 0.227 -4.695  0.090
70 H -2.639 2.917 9.241  0.119
71 H -1.659 -5.059 0.139  0.121
72 H 4.502 -2.090 -3.464  0.060
73 H -3.055 -4.543 2.637  0.084
74 H 4.352 -1.936 -5.286  0.057
75 H -1.161 2.394 3.741  0.103
76 H -3.972 -2.962 7.914  0.096
77 H -4.116 1.124 6.209  0.110
78 H 2.976 4.057 -9.647  0.116
79 H 1.098 1.492 -5.906  0.114
80 H 1.802 2.224 -1.031  0.068
81 H 6.907 -0.901 -4.120  0.109
82 H -4.341 -2.697 6.220  0.108
83 H 4.719 4.245 -9.498  0.115
84 H -4.893 0.982 8.527  0.119
85 H -0.382 0.950 -2.002  0.061
86 H 2.317 7.661 -8.566  0.107
87 H -4.855 2.718 8.210  0.117
88 H -3.455 -2.870 -1.032  0.113
89 H -2.372 1.986 2.492  0.108
90 H 6.801 -1.949 -0.257  0.039
91 H 3.035 3.252 -0.316  0.089
92 H 0.701 -0.903 3.201  0.115
93 H -4.663 -3.894 2.239  0.100
94 H 3.171 3.520 -7.358  0.089
95 H -2.711 -5.208 -1.272  0.115
96 H 4.589 4.573 -7.127  0.108
97 H 2.021 0.463 -4.806  0.108
98 H -5.806 -4.593 8.117  0.119
99 H 2.046 3.885 -1.627  0.098
100 H 1.068 0.241 1.126  0.102
101 H -2.477 -0.069 9.765  0.105
102 H 3.464 6.289 -10.539  0.114
103 H -3.719 -6.125 0.964  0.117
104 H 4.480 6.669 -9.146  0.119
105 H -6.496 -3.201 7.278  0.114
106 H 1.452 6.200 -9.119  0.107
107 H 1.297 0.488 -2.412  0.073
108 H -1.520 -0.307 2.334  0.076
109 H -1.160 1.092 9.462  0.104
110 H 5.701 -2.809 -4.563  0.075
111 H 1.252 2.952 -3.461  0.107
112 H 2.177 3.401 -4.925  0.109
113 H 6.008 -0.412 -5.548  0.111
114 H 1.964 1.324 2.223  0.103
115 H -3.012 -5.114 7.483  0.107
116 H -1.591 -0.012 4.074  0.106

(2)
A cluster of 10 separate species, C37H58N9O15 in total at a distorted geometry, computed with ωB97M-V/def2-TZVPD.

Properties
frontier orbital gap	6.97	eV
energy above the lowest of the compared OMol25 structures with the same formula, charge and spin	16.37	kcal/mol
total charge	-1
spin multiplicity	1
highest occupied orbital energy	-6.6	eV
E_LUMO	0.3	eV

Last column: Löwdin charge in e.
CARTESIAN COORDINATES (ANGSTROEM)
1 O -0.905 -6.781 2.288  0.002
2 O 6.059 -4.280 -4.850  0.012
3 O -0.461 0.560 0.791  -0.037
4 O 0.009 3.188 -7.291  0.080
5 O 6.769 -2.358 -5.675  0.079
6 O 2.324 3.921 6.257  0.117
7 O 3.204 2.114 7.035  0.001
8 O -2.545 4.326 1.004  0.001
9 O -0.422 -0.195 4.437  0.043
10 O -1.125 4.459 -2.098  -0.009
11 O 0.672 -1.258 1.079  0.054
12 O -1.369 -4.293 -3.521  -0.029
13 O -0.984 3.220 -5.443  0.046
14 O 0.032 -0.791 -0.903  -0.044
15 O -4.386 -1.046 1.070  -0.104
16 N 6.112 -2.991 -4.892  -0.363
17 N -0.219 2.694 -6.240  -0.405
18 N -1.260 1.727 5.088  -0.145
19 N -1.535 -4.637 2.457  -0.179
20 N -4.282 0.228 -0.853  -0.201
21 N -0.023 -4.786 -1.655  -0.175
22 N 0.960 3.698 -2.104  -0.213
23 N 2.747 2.867 6.094  -0.388
24 N -3.865 3.127 2.442  -0.160
25 C 0.861 -4.329 -0.602  -0.040
26 C -1.251 -5.771 1.746  -0.369
27 C -4.579 4.318 3.009  -0.036
28 C 5.224 -0.736 -3.964  0.076
29 C 3.011 0.977 2.039  -0.076
30 C 0.044 -6.122 -2.133  -0.079
31 C 0.328 1.340 -5.862  -0.118
32 C -5.741 0.417 -0.771  -0.039
33 C 1.646 -1.251 -5.292  -0.057
34 C -1.381 -4.716 3.875  -0.086
35 C 5.354 -2.254 -3.872  -0.057
36 C 3.786 1.111 4.475  0.019
37 C 1.723 -0.744 -6.598  -0.048
38 C -4.249 1.841 3.088  -0.052
39 C 0.891 0.493 -6.992  0.052
40 C -3.736 -0.413 0.123  -0.307
41 C 0.086 -0.407 0.260  -0.956
42 C 0.997 -0.475 -4.122  0.031
43 C 3.824 -2.289 -1.612  -0.035
44 C -1.982 -3.335 1.942  -0.002
45 C 3.568 -0.860 -1.837  -0.039
46 C 4.782 -2.933 -2.527  0.062
47 C 2.984 2.332 4.742  -0.111
48 C -3.559 0.777 -1.940  -0.080
49 C 2.410 3.063 3.507  0.058
50 C 3.890 0.529 3.077  -0.077
51 C -1.488 1.339 6.506  0.006
52 C 1.452 4.492 -3.159  -0.085
53 C -3.007 3.230 1.390  -0.296
54 C -0.831 0.897 4.149  -0.372
55 C -0.312 3.646 -1.659  -0.337
56 C -0.814 -3.958 -2.465  -0.279
57 C 2.231 2.235 2.223  -0.038
58 C 4.253 -0.114 -2.917  -0.003
59 C 1.896 2.624 -1.611  -0.035
60 C -1.407 3.158 4.866  -0.043
61 C 0.337 0.909 -4.444  0.021
62 H -2.815 2.370 1.000  0.064
63 H 3.563 -2.821 -0.750  0.067
64 H -2.482 0.957 -1.653  0.079
65 H -1.896 0.291 6.592  0.132
66 H 1.760 -5.001 -0.340  0.127
67 H -5.002 4.172 4.027  0.082
68 H 4.592 0.617 5.189  0.138
69 H -1.102 -2.910 -2.056  0.148
70 H 2.469 4.718 -3.268  0.044
71 H -0.385 -6.892 -1.520  0.097
72 H -2.509 -3.575 1.022  0.090
73 H -5.120 1.280 2.484  0.118
74 H -2.455 -2.935 2.724  0.047
75 H 0.458 -4.099 0.216  -0.042
76 H -1.471 -5.747 0.527  0.169
77 H -1.086 -2.898 1.483  0.080
78 H 0.993 -6.201 -2.441  0.053
79 H 1.227 3.809 -4.126  0.117
80 H 1.381 -3.299 -1.044  0.126
81 H -3.418 1.165 3.144  0.061
82 H 1.795 3.913 3.652  0.064
83 H -0.398 -5.004 4.299  0.102
84 H 2.260 3.029 -0.550  0.098
85 H -6.105 1.160 0.004  0.101
86 H -0.641 2.973 -0.960  0.093
87 H -6.038 0.946 -1.623  0.050
88 H 4.851 -3.971 -2.552  0.054
89 H 1.004 0.780 -7.982  0.054
90 H -6.367 -0.484 -0.657  0.095
91 H -4.676 1.864 4.057  0.056
92 H -2.444 3.443 5.230  0.099
93 H 1.110 -0.917 -3.048  0.087
94 H -0.270 1.589 -3.557  0.167
95 H -2.179 -5.266 4.412  0.101
96 H 2.128 -2.001 -5.186  -0.030
97 H 2.860 -0.494 -1.257  0.007
98 H -5.534 4.630 2.153  0.171
99 H -3.889 1.898 -2.223  0.139
100 H -0.530 3.649 5.346  0.093
101 H 4.681 -0.110 2.736  0.078
102 H -1.993 1.939 7.029  0.008
103 H -3.506 0.065 -2.875  0.124
104 H -2.556 -0.523 0.068  0.156
105 H -3.988 5.074 3.026  -0.020
106 H -1.490 -3.801 4.372  0.055
107 H 0.532 -0.860 1.938  0.084
108 H -0.690 1.437 7.032  0.029
109 H 4.171 0.924 -3.145  0.057
110 H 1.418 2.599 1.576  0.079
111 H -0.214 -6.269 -3.113  0.058
112 H 1.226 1.640 -1.131  0.142
113 H 2.260 -1.320 -7.401  0.107
114 H 2.795 0.316 0.997  0.150
115 H 5.662 -0.183 -4.671  0.039
116 H 0.986 5.603 -3.145  0.143
117 H 2.627 2.352 -2.299  0.020
118 H -1.570 3.325 3.753  0.096
119 H -0.743 1.322 3.327  0.041